(1)
Computed, not measured: a molecular structure, C39H93AsF6N11O9, with ωB97M-V/def2-TZVPD.

Frontier orbital gap, eV: 8.13
Net charge: -1
Relative energy (zero: lowest compared OMol25 entry of this formula, charge and spin), eV: 0.000
E_HOMO, Eh: -0.236
LUMO energy, eV: 1.703
Electronic energy, a.u.: -5656.62389

Element x y z (Å)
H -16.6456 15.9736 22.1125
H -9.2154 18.3514 29.4621
H -15.4912 26.6256 30.5043
H -10.9805 20.7876 32.2889
C -15.9534 19.7812 23.8232
H -9.6295 24.7133 22.2121
H -9.2277 22.1752 30.3169
H -15.1024 16.7416 22.7644
C -9.4585 20.1879 31.1212
H -16.8039 25.4699 30.1229
C -16.6352 23.9286 23.1199
F -11.3158 23.3825 26.7307
H -18.4148 24.8429 22.3677
H -15.0074 25.9067 21.5660
O -9.2419 22.2481 19.8625
H -11.9433 27.4749 24.4596
N -9.7466 17.6291 28.9865
H -6.6844 19.6788 26.8999
H -18.0348 17.3136 23.3623
H -11.8280 21.0875 21.9648
F -10.7195 21.0326 26.7616
H -10.6700 23.9706 28.4154
F -10.6267 23.5327 24.4046
C -8.9376 25.1659 28.7504
H -12.9528 26.9196 25.8382
C -14.2726 23.2144 22.9360
N -11.2401 17.2873 22.3933
H -11.3685 17.4957 27.6130
H -13.8044 22.2355 22.8749
O -13.1871 28.0673 22.4302
C -11.3249 18.6718 21.9574
C -14.6957 19.1859 24.4307
H -10.3144 18.9938 24.5747
H -17.8569 23.5180 21.4284
H -9.7410 25.9768 20.9699
H -9.1446 17.8271 23.9515
H -10.8379 22.2068 17.5651
H -15.7520 20.6755 23.2372
O -8.5393 19.3936 30.9215
C -15.2942 25.8555 28.5190
H -11.2712 16.1331 24.1322
C -10.7199 23.0936 18.2033
C -12.5498 26.6634 24.8550
H -11.6102 22.7237 22.5177
H -8.9614 26.1750 29.1609
C -17.8944 19.5261 22.4444
C -9.6350 16.3271 29.3063
N -10.1467 24.4559 29.1291
H -11.7060 23.5658 18.1603
H -10.0430 18.1068 32.7800
C -10.3850 22.5670 19.5575
H -14.3329 25.7462 24.2047
H -12.3373 22.6738 20.1345
H -16.5629 20.1000 24.6980
C -10.6715 18.2098 28.0369
H -12.1562 17.5980 24.2779
C -10.1172 19.0929 33.2399
N -10.2609 20.0921 32.2044
O -9.8606 28.2791 22.0177
H -7.2678 20.6892 22.4150
H -12.3659 16.6861 20.7682
H -14.2407 23.5129 23.9832
H -9.0668 16.1341 31.3314
F -12.3138 21.8700 25.1135
H -15.2771 23.4890 26.3681
C -12.1532 24.2796 30.4472
F -9.0784 22.6667 25.9949
H -8.2538 20.4544 26.7345
H -11.9210 25.7779 24.9739
H -9.5354 20.9581 29.1263
H -9.2016 19.2166 33.8262
H -7.7007 16.6432 30.3012
F -10.1058 21.1130 24.4142
C -7.2099 20.5211 26.4390
H -13.1852 16.4254 22.2895
C -18.3599 18.8831 21.1390
H -12.7523 24.7231 29.6478
H -18.6880 23.1214 22.9056
H -11.8163 14.4538 22.7438
O -10.1083 25.2446 31.2525
C -11.1379 18.8680 20.4619
O -10.3029 15.4500 28.7733
H -9.1213 28.4608 24.7856
C -16.1326 26.2286 29.7203
H -10.1214 18.7813 27.2936
C -8.4592 28.5526 23.9201
N -8.6085 26.4893 22.6658
H -8.0865 24.7230 29.2919
H -8.7205 25.0550 27.6958
H -11.2691 18.9606 28.5711
H -19.1860 19.4579 20.7077
H -16.0488 15.6183 23.6645
O -4.9348 20.6676 24.7620
H -5.8345 19.6221 22.4116
H -16.0015 26.6259 22.8503
C -11.2248 17.1791 23.8291
C -8.5850 16.0167 30.3602
C -10.0725 17.9357 24.5162
C -15.1989 26.8159 22.1351
N -15.3004 24.5407 28.1877
C -16.1330 16.4531 22.9448
C -10.7079 24.7041 30.3348
H -13.8719 23.2527 27.3847
C -18.0034 23.8424 22.4716
H -7.7548 26.2642 23.1422
H -8.3578 29.5903 23.6296
C -6.2423 20.5629 22.7708
C -9.8053 21.2644 30.1370
H -7.5148 28.1120 24.2466
H -18.7487 19.4709 23.1457
H -10.1810 21.9470 22.0238
H -11.2509 19.9360 20.2474
C -11.2400 21.9914 21.8005
C -6.0550 20.6702 24.2613
H -10.9553 19.1753 33.9244
H -8.0560 20.6383 24.5226
H -14.0618 19.9525 24.8696
H -15.8682 22.6727 21.7064
O -16.4735 24.5676 24.1532
H -12.2961 19.0997 22.2718
H -18.6988 17.8549 21.2654
H -16.8968 17.5733 24.6680
H -11.8799 18.3710 19.8359
H -10.5130 19.2182 22.4317
H -12.2114 14.3046 21.0657
H -16.7887 27.0400 29.3911
C -12.1953 16.3745 21.7989
H -15.8813 23.9204 28.7213
N -7.1793 20.5745 25.0116
H -13.9739 24.7655 26.5742
H -10.1491 18.5529 20.1301
C -11.6723 14.9374 21.7738
H -5.6960 21.3781 22.2888
H -8.2259 25.0375 21.2324
H -8.3072 14.9767 30.2002
H -9.9861 17.4822 25.4993
N -11.4037 22.4542 20.4356
H -17.5675 18.8886 20.3869
H -12.2842 23.2031 30.2940
H -14.1337 18.6254 23.6766
C -14.5913 24.0046 27.0367
H -17.6806 20.5779 22.2579
H -10.6108 14.9388 21.5358
N -16.7258 18.8723 22.9927
C -9.0867 25.5144 21.7017
N -15.6633 23.2253 22.5196
O -14.6407 26.6910 27.9285
H -15.5140 27.6760 21.5534
H -13.6629 23.9367 22.3853
C -13.9195 27.1941 22.8573
C -9.0800 27.7603 22.7876
C -16.9897 17.5554 23.5776
H -9.9913 23.7383 17.7295
H -12.5730 24.5412 31.4139
N -13.6385 26.4273 23.9359
H -6.7852 21.3860 26.9563
H -14.9643 18.4508 25.1912
As -10.7005 22.2726 25.5541
H -10.8456 21.5843 30.0905

Results of the Löwdin charge analysis, in e, for atoms 1 through 5: atom 1 (H): 0.07, atom 2 (H): 0.08, atom 3 (H): 0.08, atom 4 (H): 0.13, atom 5 (C): -0.26

(2)
Computed, not measured: 6 unconnected molecules or ions with the total composition C39H94N6O11, with ωB97M-V/def2-TZVPD.

Frontier orbital gap (alpha / beta), eV: 8.07 / 3.73
⟨S²⟩: 0.754
Net charge: +1
Relative energy (zero: lowest compared OMol25 entry of this formula, charge and spin), eV: 2.255
E_HOMO (alpha / beta), Eh: -0.369 / -0.369
LUMO energy (alpha / beta), eV: -1.970 / -6.309
Electronic energy, a.u.: -2697.67984
Spin multiplicity: 2

Element x y z (Å)
O 3.1123 -4.4187 -2.3640
H 4.0659 -2.8978 -1.4937
H -5.8634 -3.9500 8.2530
C -1.8060 -2.2102 -5.2836
H 2.5234 2.7158 -1.0194
C 3.4356 -0.0023 2.3522
H 2.8977 -2.5584 -3.8706
H 0.4675 0.4229 -0.4455
H -4.9279 1.7357 -0.8612
H -1.9684 -0.3673 4.0346
H 1.0236 -4.3805 -2.6808
H 1.7246 1.0362 -5.6483
H -4.3967 -1.3992 4.7087
H 4.2587 -0.5553 -7.0512
C -1.0711 -1.2729 0.5850
H -0.0572 2.6073 2.9503
O 4.4820 -0.1804 1.3197
H -0.5540 -1.8470 -0.1838
C -6.9756 -0.3613 0.4490
H -4.5341 -1.1752 7.4479
H 9.4809 4.2274 -0.2411
H -5.9522 -2.1108 6.9303
H 4.3666 2.5694 -6.1286
H -2.8577 -2.1694 -5.0003
H 2.7121 -0.8158 2.2977
H 9.5906 0.4325 0.4925
H 7.2416 0.2488 1.6057
C -0.3373 1.0661 -0.0895
C 0.4113 1.5320 1.1113
H 4.4052 -2.2544 1.6301
C 3.2721 2.6367 -1.8077
C -4.4086 -5.2285 2.5563
C -6.2323 1.7685 -2.2926
H -0.6201 5.1625 -1.6756
C 7.4319 0.2069 0.5333
C -7.2274 0.9480 -1.4457
H 1.2756 2.1545 0.8800
H -0.4564 -0.1225 3.3996
O 9.0209 2.3310 0.4468
H -6.0834 -2.4230 11.3018
H -6.2714 -1.1361 0.7523
H -5.1971 -5.9781 2.6235
H -6.6796 0.4493 1.1150
C 1.9312 -4.8433 -3.0681
C -1.5605 0.1174 0.2890
H -5.0446 4.1197 -2.4572
H 1.8435 -5.9293 -3.0374
C -0.5920 2.2290 2.0790
N -4.2332 -2.9014 6.1628
H -2.8503 -2.9931 3.6273
H -1.9036 -1.9710 0.6717
H 4.5271 2.9342 -3.7850
H 2.3326 -0.0343 -3.2737
H -5.2652 -3.9391 11.0231
H -3.6319 2.9422 -2.7951
H 10.8042 3.0952 -0.4736
O 3.3708 0.1090 -5.2817
C -2.5338 0.0985 -0.9603
H -5.7095 -2.6983 4.7205
C -3.5197 4.2546 -1.1152
H -4.7531 -4.5490 1.7767
H -1.4277 5.3027 -0.0522
H -6.7454 2.5648 -2.8316
H -7.9751 -0.7943 0.4889
H 2.7652 3.2580 -5.9296
N -5.2614 2.4665 -1.4734
O -4.1217 -4.5830 3.7880
H -3.2239 2.9135 2.2763
H -0.5332 -1.2639 1.5331
H -7.6448 1.6353 -0.7099
O -5.2614 -2.4281 9.4786
C 8.7432 0.9536 0.0471
H 1.7930 2.2161 -3.3773
N 7.2525 -1.1229 0.1169
H -1.9777 -0.4167 -1.7435
C 0.6566 -0.9876 -2.8069
C -4.6558 -2.4490 4.8456
C -5.8657 -3.1696 10.5380
O -6.4760 -0.0306 -0.8174
H -3.4562 -5.6070 2.1851
H 2.8274 -1.4842 -6.4212
H 6.1579 4.5510 -1.5131
C 2.7377 1.1362 -6.0379
H -1.6971 -3.0896 -5.9184
H -2.3437 3.1745 3.7731
H 0.4100 -1.0616 -4.8514
H 6.5756 0.7372 0.1166
H -0.4427 1.7676 -0.9171
H 5.1752 -1.3604 -0.6393
C -2.7930 2.4087 3.1409
H 0.1305 -0.0353 -2.8741
H -3.4679 -0.4315 -0.7741
C -5.0570 -3.2320 8.4020
H 1.9778 -4.6851 -4.1456
C 5.8985 -1.6670 0.1163
H -3.3501 -2.4492 6.3523
H 5.8491 2.8015 -1.2866
H 4.4985 -1.6842 -5.8129
O -3.5781 0.0298 1.6729
C -4.9233 -2.1800 7.2833
H -1.8918 6.4171 -1.3340
H 0.8799 0.6837 1.6102
H 2.9978 0.9896 2.2398
H 5.3026 3.9621 -0.0917
N 2.1514 -0.7905 -2.6292
C -1.3309 0.4526 3.7039
C 2.6916 2.8275 -3.2943
H 0.7408 -2.6874 -4.2186
C 3.4273 2.4633 -5.5858
H 3.9969 -0.1323 3.2774
C 3.0496 -3.0593 -1.8532
H -1.5714 -1.5354 -6.1068
H -4.0595 0.2384 0.8690
H 5.8779 -1.4018 2.3056
H -4.0851 -3.6286 8.6954
H -4.0322 5.1910 -0.8951
C -4.3117 3.4063 -2.0805
H -0.9953 1.0538 4.5489
H 7.6951 -1.2963 -0.7743
O -1.1213 -2.0294 -3.9847
C -1.5324 5.4081 -1.1320
H 2.7998 1.0573 -7.1233
H 6.0178 -2.6860 -0.2519
N 3.7492 2.4293 -4.1850
H -8.0036 0.6732 -2.1599
H 9.4486 2.9256 -1.5224
H -3.4201 3.8281 -0.1170
H 4.0011 -1.6302 -2.9742
H -5.7980 1.2540 -3.1498
H -6.8803 -3.4810 10.2896
H 8.7747 0.8063 -1.0325
H -3.5110 1.7498 3.6293
C 9.7192 3.1962 -0.5018
C -3.9270 -3.1623 3.6425
C 0.1962 -1.7598 -4.0422
H -0.9025 3.1327 1.5546
H 2.4805 3.8921 -3.3948
H 3.7139 1.6503 -1.6665
C -1.7581 1.3338 2.5431
N -2.3302 0.6324 1.3757
C 5.4445 3.8058 -1.1611
O -2.3562 4.5860 -1.8904
H 0.2476 -1.5977 -2.0016
H 2.4182 -2.9978 -0.9668
C 3.7581 -0.9720 -6.1772
O 4.1045 3.7960 -1.6420
C 2.9727 -1.9901 -2.9436
C 5.1763 -1.4993 1.4772
H -2.6898 1.1652 -1.1218
H -4.4289 -2.8521 2.7260

Results of the Löwdin charge analysis, in e, for atoms 1 through 5: atom 1 (O): -0.18, atom 2 (H): 0.08, atom 3 (H): 0.13, atom 4 (C): -0.05, atom 5 (H): 0.09

(3)
Computed, not measured: 2 unconnected molecules or ions with the total composition C3BN3S3, with ωB97M-V/def2-TZVPD.

Frontier orbital gap, eV: 9.81
Net charge: 0
Relative energy (zero: lowest compared OMol25 entry of this formula, charge and spin), eV: 0.253
E_HOMO, Eh: -0.382
LUMO energy, eV: -0.587
Electronic energy, a.u.: -1497.96836

Element x y z (Å)
S -0.7587 0.8552 0.7938
C 1.5924 -0.6497 -1.9716
S 1.1130 0.9821 3.6592
N -0.9301 -3.1323 -1.8125
B 0.1838 0.8626 2.3181
S 2.4985 0.6233 -2.1649
N 1.0295 -1.6930 -1.8678
N -2.7965 2.5911 1.5927
C -1.8726 1.9473 1.4059
C -0.0592 -2.3867 -1.9528

Results of the Löwdin charge analysis, in e, for atoms 1 through 5: atom 1 (S): 0.92, atom 2 (C): -0.73, atom 3 (S): 0.69, atom 4 (N): 0.17, atom 5 (B): -1.08

(4)
Computed, not measured: a single C3Br2N2O molecule, with ωB97M-V/def2-TZVPD.

Frontier orbital gap (alpha / beta), eV: 9.30 / 6.71
⟨S²⟩: 2.050
Net charge: 0
E_HOMO (alpha / beta), Eh: -0.331 / -0.363
LUMO energy (alpha / beta), eV: 0.294 / -3.161
Electronic energy, a.u.: -5446.91799
Spin multiplicity: 3

Element x y z (Å)
C -0.8845 0.1943 -0.2500
C 1.0509 1.3346 -0.0171
N 1.5732 0.3036 0.4639
Br -2.5301 0.2089 -1.0205
N 0.9999 -0.8480 0.6203
Br -1.0332 -2.6794 0.3821
C -0.2433 -0.9514 0.1834
O 1.0671 2.4375 -0.3621

Results of the Löwdin charge analysis, in e, for atoms 1 through 5: atom 1 (C): -0.56, atom 2 (C): -0.34, atom 3 (N): 0.08, atom 4 (Br): 0.81, atom 5 (N): -0.03

(5)
Computed, not measured: a molecular structure, C3Ca4I2O17PdS2Ti, with ωB97M-V/def2-TZVPD.

Frontier orbital gap (alpha / beta), eV: 4.14 / 5.15
⟨S²⟩: 8.764
Net charge: -1
E_HOMO (alpha / beta), Eh: -0.147 / -0.186
LUMO energy (alpha / beta), eV: 0.135 / 0.106
Electronic energy, a.u.: -6473.32939
Spin multiplicity: 6

Element x y z (Å)
O -2.5408 -2.4044 2.0590
O -4.5625 -3.5565 1.9673
O -0.2380 -3.9173 -2.7820
Ca 2.2017 -2.5249 0.4124
O -2.0813 2.7319 -0.2618
C -3.1684 -3.5608 1.9947
O 2.0369 -0.5299 -2.6102
Ca -4.3292 -1.4959 1.3221
O 1.6734 5.2047 2.2600
O 0.2079 0.6336 -1.6180
C 0.2532 -3.7544 -1.7058
Ca -0.3142 -1.5976 -2.9790
O -2.4070 4.4979 -1.3807
O 0.1418 -2.5926 -1.0745
O 0.4795 -4.6548 -0.8080
Ti -0.3285 -0.7542 0.1944
O -2.0499 2.4529 -2.4645
O -2.4431 -4.5008 2.1682
Pd -0.4870 -3.9072 1.7611
S 2.9471 4.9023 1.5051
O 2.7089 4.6705 -0.0226
O 3.3060 3.3362 1.9359
O 4.2334 5.5037 1.7568
C -2.2467 3.1333 -1.4524
S 1.6826 0.5707 -1.5311
O 2.2835 1.8951 -1.5435
I -2.7549 -0.1193 -1.1703
O 2.0097 -0.0952 -0.2760
I 1.2534 -1.2542 2.7712
Ca 2.5325 1.6873 1.5722

Results of the Löwdin charge analysis, in e, for atoms 1 through 5: atom 1 (O): -0.38, atom 2 (O): -0.30, atom 3 (O): -0.05, atom 4 (Ca): 0.96, atom 5 (O): -0.11

(6)
Computed, not measured: 2 unconnected molecules or ions with the total composition C3ClO2, with ωB97M-V/def2-TZVPD.

Frontier orbital gap (alpha / beta), eV: 6.01 / 3.59
Net charge: -1
Relative energy (zero: lowest compared OMol25 entry of this formula, charge and spin), eV: 5.164
E_HOMO (alpha / beta), Eh: -0.106 / -0.105
LUMO energy (alpha / beta), eV: 3.133 / 0.741
Electronic energy, a.u.: -724.84140

Element x y z (Å)
C 2.0976 0.1435 -0.4609
O -0.9577 -0.4598 -0.3482
C -2.0235 -0.1831 0.1568
Cl 3.1682 1.5180 0.1361
O 2.3899 -0.9756 -0.1638
C -3.1915 0.0983 0.6431

Results of the Löwdin charge analysis, in e, for atoms 1 through 5: atom 1 (C): -0.51, atom 2 (O): -0.10, atom 3 (C): -0.62, atom 4 (Cl): 0.43, atom 5 (O): -0.03

(7)
Computed, not measured: 2 unconnected molecules or ions with the total composition C3F4, with ωB97M-V/def2-TZVPD.

Frontier orbital gap (alpha / beta), eV: 8.18 / 10.04
⟨S²⟩: 2.006
Net charge: 0
E_HOMO (alpha / beta), Eh: -0.298 / -0.411
LUMO energy (alpha / beta), eV: 0.070 / -1.139
Electronic energy, a.u.: -513.39163
Spin multiplicity: 3

Element x y z (Å)
C 1.3050 1.3170 -0.9315
C 0.6682 -0.6856 0.7001
C -0.5667 -0.8446 -0.0313
F 1.5671 2.0018 0.1137
F -0.7756 -0.3683 -1.1857
F -0.5917 0.1964 1.0236
F -1.6063 -1.6167 0.3112

Results of the Löwdin charge analysis, in e, for atoms 1 through 5: atom 1 (C): 0.08, atom 2 (C): 0.20, atom 3 (C): -0.63, atom 4 (F): -0.05, atom 5 (F): 0.20

(8)
Computed, not measured: 2 unconnected molecules or ions with the total composition C3F6S, with ωB97M-V/def2-TZVPD.

Frontier orbital gap (alpha / beta), eV: 11.14 / 6.84
⟨S²⟩: 2.012
Net charge: 0
Relative energy (zero: lowest compared OMol25 entry of this formula, charge and spin), eV: 0.000
E_HOMO (alpha / beta), Eh: -0.389 / -0.382
LUMO energy (alpha / beta), eV: 0.540 / -3.543
Electronic energy, a.u.: -1111.50882
Spin multiplicity: 3

Element x y z (Å)
F -0.9190 2.2320 0.4961
C -0.6561 2.1504 -0.7907
F 1.5624 -2.7426 1.2997
C 0.5457 -1.8929 1.1422
F -0.6508 3.4127 -1.3019
S -0.3428 -2.2761 -0.3091
F -0.0638 0.6393 -2.6000
F 0.9647 -0.6061 1.1312
F -0.1886 -1.9933 2.2936
C -0.2517 1.0767 -1.3612

Results of the Löwdin charge analysis, in e, for atoms 1 through 5: atom 1 (F): 0.13, atom 2 (C): -0.38, atom 3 (F): 0.09, atom 4 (C): -1.05, atom 5 (F): 0.10